Record 1
Formula: C4H8O2Se
Source: the OMol25 dataset
Level of theory: the ωB97M-V functional and the def2-TZVPD basis

Results
energy	-2709.0320	Eh
SMILES	C1C[C@H]2O[C@H]2[Se]1.O
relative energy (zero: lowest compared OMol25 entry of this formula, charge and spin)	47.9	kcal per mole

```
! RIJCOSX wB97M-V def2-TZVPD def2/J DEFGRID3
* xyz 0 1
C 0.267 0.523 -1.646
C 0.568 1.635 -0.683
C -0.034 1.329 0.611
O -1.442 0.964 0.690
C -0.506 -0.037 0.803
Se 0.098 -1.158 -0.664
H -0.598 0.766 -2.318
H 1.289 0.363 -2.152
H 1.650 1.787 -0.446
H 0.235 2.624 -1.158
H 0.262 1.945 1.533
H -0.238 -0.462 1.814
O -0.450 -3.030 1.281
H -1.370 -3.466 1.302
H 0.267 -3.782 1.032
*
```



Record 2
Formula: C4H8O3
Source: the OMol25 dataset
Level of theory: the ωB97M-V functional and the def2-TZVPD basis

Results
energy	-382.8443	Eh
SMILES	C=C(O)C(C)(O)O
relative energy (zero: lowest compared OMol25 entry of this formula, charge and spin)	75.6	kcal per mole

```
! RIJCOSX wB97M-V def2-TZVPD def2/J DEFGRID3
* xyz 0 1
C 0.958 -0.642 -1.539
C 0.837 0.126 -0.401
O 1.735 1.083 -0.358
C -0.234 0.102 0.681
C -1.638 0.145 0.084
O -0.118 1.194 1.551
O 0.009 -1.120 1.362
H 0.137 -1.250 -1.888
H 1.923 -1.095 -1.732
H 2.061 0.676 -1.395
H -1.818 -0.745 -0.514
H -1.759 1.033 -0.534
H -2.360 0.188 0.900
H 0.817 1.426 1.634
H -0.551 -1.121 2.149
*
```



> Among the records above, which one has the lowest relative energy (zero: lowest compared OMol25 entry of this formula, charge and spin)?

C4H8O2Se